A structure of composition C4H7N3O at a distorted geometry. Source: the Open Molecules 2025 dataset; level of theory: wB97M-V/def2-TZVPD.

frontier orbital gap: 8.2 eV
multiplicity: 1
HOMO: -8.97 eV
ΔE to the lowest compared entry with this formula, charge and spin: 720.5 kJ/mol

```
15
Properties=species:S:1:pos:R:3:forces:R:3
C 2.785426 0.067224 1.504115 1.66 -0.01 3.20
C 0.935097 0.774846 0.434449 1.44 0.56 5.64
C -0.968524 0.356955 -0.711235 3.37 3.38 1.32
C -1.129944 -0.886241 0.056864 1.00 0.28 0.38
H 2.132851 0.938930 2.369402 2.74 -2.78 -1.96
H 4.022936 0.890867 1.109761 -3.97 -2.55 0.55
H 3.351951 -0.950104 2.166275 -2.07 3.19 -2.33
H 1.182553 1.403709 1.538098 -1.06 -0.21 -3.51
H -2.195918 -0.307243 -1.711073 -2.84 -2.67 -1.73
H -1.840864 1.236556 -2.359294 0.20 1.00 -0.77
H -0.509660 -0.630687 0.903312 -0.35 -1.62 1.52
N 1.630414 -0.338548 0.543547 2.06 3.21 -0.18
N -0.098786 1.264549 -0.253372 -1.14 -2.28 -1.83
N -1.798581 0.553984 -1.660480 -0.65 0.67 -0.24
O -1.750938 -1.852329 -0.266187 -0.39 -0.19 -0.06
```
Forces are in eV/Å.

=====

An isolated molecule of C4H7N3O at a distorted geometry. Source: the Open Molecules 2025 dataset; level of theory: wB97M-V/def2-TZVPD.

frontier orbital gap: 9.7 eV
multiplicity: 1
HOMO: -9.11 eV
ΔE to the lowest compared entry with this formula, charge and spin: 239.9 kJ/mol

```
15
Properties=species:S:1:pos:R:3:forces:R:3
H 0.473316 2.689432 0.005886 1.95 1.58 0.38
N -0.290304 2.109257 -0.102425 -1.52 -0.34 -0.37
C 0.050150 0.904092 -0.108677 -0.71 0.00 0.01
C 1.331781 0.262812 0.030377 3.68 -1.20 -1.38
C 1.125271 -1.285202 0.007874 -0.65 -0.61 0.46
N -0.433196 -1.422867 -0.312974 1.79 -0.53 1.62
N -0.887092 -0.092210 -0.278786 -0.69 -0.44 -0.35
C -2.169503 0.247214 -0.060433 -3.70 -1.74 0.27
O -3.206061 -0.463055 0.038420 3.39 1.32 -0.35
H 1.948098 0.666747 0.869568 -0.60 -0.46 -0.60
H 1.918370 0.441071 -0.928063 -0.54 0.34 1.17
H 1.763637 -1.839013 -0.779030 -1.36 1.07 1.11
H 1.415326 -1.735315 1.014925 -0.78 0.43 -1.28
H -0.906114 -1.787673 0.539692 0.62 -0.44 -0.82
H -2.133675 1.304712 0.063650 -0.89 1.01 0.12
```
Forces are in eV/Å.

=====

A structure of composition C4H7N3O at a distorted geometry. Source: the Open Molecules 2025 dataset; level of theory: wB97M-V/def2-TZVPD.

frontier orbital gap: 7.9 eV
multiplicity: 1
HOMO: -8.82 eV
ΔE to the lowest compared entry with this formula, charge and spin: 298.4 kJ/mol

```
15
Properties=species:S:1:pos:R:3:forces:R:3
C 1.201546 -1.354810 0.093943 -0.01 -0.10 0.02
C -1.610564 0.077604 -0.014017 -0.07 0.22 -0.11
C 0.900225 0.099156 0.012645 -0.50 -0.11 0.16
N -2.240500 1.268622 -0.054837 0.54 -0.25 0.22
C 2.048232 1.071314 -0.074609 0.37 0.13 0.12
N -0.252533 0.642406 0.020680 0.89 -0.36 -0.37
N -1.842619 -1.176985 -0.051182 0.04 0.13 0.37
O 3.199618 0.723504 -0.082623 -0.42 0.03 -0.03
H -3.250147 1.295169 -0.021791 0.12 0.17 -0.08
H -0.972335 1.720014 -0.026619 -1.03 -0.05 0.03
H -2.839173 -1.371453 -0.007306 0.03 0.08 -0.18
H 1.748096 2.134887 -0.126591 0.00 -0.06 -0.02
H 1.900299 -1.528796 0.915044 0.05 0.09 -0.06
H 0.298295 -1.940062 0.239598 -0.01 0.10 -0.10
H 1.711558 -1.660571 -0.822336 0.00 -0.01 0.03
```
Forces are in eV/Å.

=====

A structure of composition C4H7N3O at a distorted geometry. Source: the Open Molecules 2025 dataset; level of theory: wB97M-V/def2-TZVPD.

frontier orbital gap: 8.5 eV
multiplicity: 1
HOMO: -8.24 eV
ΔE to the lowest compared entry with this formula, charge and spin: 708.7 kJ/mol

```
15
Properties=species:S:1:pos:R:3:forces:R:3
C -1.179249 -0.013735 0.422950 -0.17 2.04 -1.40
C -0.424988 0.879394 -0.724060 -1.25 -3.66 3.61
C 1.735627 -0.783591 0.198580 -1.41 -2.96 -4.35
C -0.462585 -0.642283 -0.717410 -1.99 0.03 0.46
H -2.841646 -0.709531 1.133623 0.27 3.50 -4.88
H -1.112017 -0.219136 1.492612 1.81 0.57 -0.31
H -1.083863 1.477307 -1.289694 -0.21 0.78 -0.59
H 1.585082 1.423428 -0.985325 -1.48 0.71 -1.18
H 1.504512 0.623103 1.709089 0.52 0.49 -4.31
H 2.803998 -1.429279 0.096312 -3.08 1.94 0.86
H -1.203624 -1.229289 -1.205106 -0.31 -0.25 -1.23
N 0.827195 1.280270 -0.317153 3.61 3.12 -0.12
N 1.713656 0.580274 0.515649 -0.77 -1.21 6.30
N 0.706407 -1.278583 -0.520892 6.14 -1.27 2.29
O -2.568508 0.041645 0.190825 -1.70 -3.84 4.85
```
Forces are in eV/Å.

=====

An isolated molecule of C4H7N3O at a distorted geometry. Source: the Open Molecules 2025 dataset; level of theory: wB97M-V/def2-TZVPD.

frontier orbital gap: 8.8 eV
multiplicity: 1
HOMO: -8.13 eV
ΔE to the lowest compared entry with this formula, charge and spin: 377.9 kJ/mol

```
15
Properties=species:S:1:pos:R:3:forces:R:3
C 1.804936 -0.495292 -0.691758 -1.50 0.96 -1.49
C 0.678355 0.173431 0.033431 1.65 1.78 0.70
N 0.935833 1.267007 0.714640 -1.92 -1.66 -1.71
N -0.280403 1.742102 1.174710 -0.47 2.20 1.02
C -1.428184 0.797014 0.924908 1.52 1.88 -1.13
C -0.752477 -0.179433 0.035946 1.24 -0.97 0.98
N -1.286665 -1.253087 -0.355570 -1.45 1.06 0.45
O -0.447774 -2.094037 -1.011430 1.93 0.84 0.44
H 2.413511 -1.013416 -0.019826 0.60 -1.74 0.87
H 2.507490 0.259944 -1.061495 -0.49 0.09 -0.34
H 1.273642 -1.062210 -1.497259 1.56 0.17 0.66
H -0.355899 2.768842 0.901504 -0.22 -2.10 0.62
H -1.814482 0.430228 1.861211 -0.13 -0.31 0.14
H -2.161961 1.314890 0.332286 -0.73 0.25 0.15
H -1.085920 -2.655984 -1.341298 -1.59 -2.46 -1.37
```
Forces are in eV/Å.

=====

The ion C4H7N3O2 with charge +2 at a distorted geometry. Source: the Open Molecules 2025 dataset; level of theory: wB97M-V/def2-TZVPD.

net charge: +2
frontier orbital gap: 9.9 eV
multiplicity: 1
HOMO: -19.59 eV
ΔE to the lowest compared entry with this formula, charge and spin: 384.1 kJ/mol

```
16
Properties=species:S:1:pos:R:3:forces:R:3
N -0.950555 1.867654 -0.263629 -1.43 -0.08 -0.03
C -0.262472 0.848177 0.003619 -2.13 -4.61 -0.60
N 1.061597 0.773305 -0.009128 0.90 1.14 -0.41
C 1.752370 -0.387593 -0.076540 0.09 2.78 1.30
N 1.297632 -1.564612 -0.209970 0.67 -0.87 0.63
O 0.026693 -1.937222 -0.425318 -2.21 0.28 -1.39
C -0.901853 -1.151910 0.265186 2.44 4.22 -0.94
C -2.438472 -1.025380 0.074502 2.08 0.50 -0.45
O -2.951280 0.008061 -0.161085 -0.22 0.61 -0.12
H -1.987561 1.774639 -0.346412 0.89 0.15 0.30
H -0.502601 2.721871 -0.504054 0.18 1.25 -0.32
H 1.624717 1.644612 -0.010074 -0.17 -0.65 0.06
H 2.746391 -0.080998 0.204446 1.03 -1.61 -0.44
H 1.889233 -2.363917 -0.029832 0.40 -0.43 -0.29
H -0.499887 -1.091507 1.224628 -0.43 -0.07 2.24
H -2.863911 -1.924058 0.299014 -2.08 -2.61 0.45
```
Forces are in eV/Å.

=====

An isolated molecule of C4H7N3S at a distorted geometry. Source: the Open Molecules 2025 dataset; level of theory: wB97M-V/def2-TZVPD.

frontier orbital gap: 8.6 eV
multiplicity: 1
HOMO: -8.77 eV
ΔE to the lowest compared entry with this formula, charge and spin: 419.1 kJ/mol

```
15
Properties=species:S:1:pos:R:3:forces:R:3
N -0.919920 1.969972 -0.133841 3.21 1.77 1.87
C -0.290296 0.605011 -0.345668 -1.88 1.57 2.70
C 1.199122 0.563127 0.188358 0.31 3.46 2.05
N 1.879980 -0.689586 0.010899 -1.18 -0.39 0.04
C 1.025519 -1.629445 0.037882 1.00 -1.71 -3.48
N -0.395318 -1.618194 -0.048627 0.98 -6.72 1.09
C -1.288204 -0.651689 -0.102542 1.12 2.85 1.62
S -2.917026 -0.656746 0.089882 0.87 -0.13 -0.35
H -1.652965 1.945831 0.575599 0.10 -0.34 -0.14
H -0.120594 2.736758 0.356662 -2.91 -3.18 -1.88
H -0.345983 0.466898 -1.367313 1.03 0.11 -2.63
H 1.461110 0.840548 1.388690 -1.60 -0.59 -2.90
H 1.632701 1.580897 -0.303126 -0.28 -2.87 0.63
H 1.272404 -2.706398 -0.383896 0.49 2.08 1.71
H -0.540524 -2.756978 0.037045 -1.25 4.11 -0.34
```
Forces are in eV/Å.

=====

A cluster of 2 separate species, C4H7N4 in total at a distorted geometry. Source: the Open Molecules 2025 dataset; level of theory: wB97M-V/def2-TZVPD.

net charge: +1
frontier orbital gap: 11.4 eV
multiplicity: 1
HOMO: -14.29 eV
ΔE to the lowest compared entry with this formula, charge and spin: 91.1 kJ/mol

```
15
Properties=species:S:1:pos:R:3:forces:R:3
C -0.300704 -0.980330 -0.190120 -0.14 -0.25 0.02
C -1.665268 -1.132078 -0.233418 1.56 -0.04 -0.96
C 2.013483 0.897279 -1.120633 0.18 0.90 0.05
C -1.146962 0.104725 1.544501 2.45 -0.57 0.76
N -0.030948 -0.272599 0.927624 1.78 0.95 1.34
N -2.114144 -0.445332 0.844325 -1.62 0.09 0.84
N 2.577237 0.342672 -1.991263 1.03 -1.08 -3.30
N 1.415459 1.321291 -0.170922 -0.16 2.55 2.30
H 0.589965 -1.223933 -0.749367 -0.68 -0.51 -0.63
H -2.296209 -1.556876 -0.995000 -0.10 -0.13 0.27
H -1.066933 0.571689 2.536172 -0.92 -0.11 -0.75
H 0.976197 0.159564 1.034464 -2.64 -0.90 -0.08
H 2.360716 0.569692 -2.979050 0.37 -0.41 0.86
H 1.704626 2.194584 0.299779 -0.05 -0.64 -0.65
H -3.016515 -0.550348 1.242907 -1.06 0.16 -0.07
```
Forces are in eV/Å.

=====

An isolated molecule of C4H7N5 at a distorted geometry. Source: the Open Molecules 2025 dataset; level of theory: wB97M-V/def2-TZVPD.

frontier orbital gap: 11.0 eV
multiplicity: 1
HOMO: -10.22 eV
ΔE to the lowest compared entry with this formula, charge and spin: 272.1 kJ/mol

```
16
Properties=species:S:1:pos:R:3:forces:R:3
N -1.252036 -1.349661 -0.757378 -0.08 0.47 0.08
C -0.672785 -0.731459 0.421843 0.20 0.78 0.20
C -1.010389 0.808533 0.444851 -0.36 -0.05 -0.28
C 0.143504 1.525022 -0.302573 0.49 -0.21 -0.31
N 1.219443 0.548566 -0.113382 -1.00 -0.19 0.09
N 2.518322 0.552388 -0.318576 0.39 -0.31 -0.06
N 2.919074 -0.653267 -0.054599 -0.54 0.07 0.25
N 1.865131 -1.441597 0.332600 0.34 -0.15 -0.22
C 0.814631 -0.670347 0.267895 0.44 0.47 0.02
H -0.786305 -2.205471 -1.000314 0.06 -0.36 0.02
H -2.225402 -1.523391 -0.572887 -0.28 -0.26 -0.21
H -0.964895 -1.190972 1.371636 0.04 -0.06 -0.08
H -1.015158 1.196944 1.467150 -0.01 -0.27 -0.01
H -2.013897 1.011116 0.014993 0.70 -0.16 0.12
H 0.443380 2.445170 0.187544 -0.17 0.23 -0.14
H 0.017382 1.678425 -1.388798 -0.23 0.00 0.57
```
Forces are in eV/Å.

=====

An isolated molecule of C4H7N5 at a distorted geometry. Source: the Open Molecules 2025 dataset; level of theory: wB97M-V/def2-TZVPD.

frontier orbital gap: 9.0 eV
multiplicity: 1
HOMO: -7.86 eV
ΔE to the lowest compared entry with this formula, charge and spin: 0.0 kJ/mol

```
16
Properties=species:S:1:pos:R:3:forces:R:3
N -1.434771 1.359393 1.812801 -0.05 -0.13 -0.58
C -0.747636 0.678673 0.822562 0.71 -0.07 0.96
C 0.644774 0.413987 0.964644 -0.86 0.81 -0.09
C 1.273452 -0.283855 -0.065026 0.80 -0.17 1.06
N 2.622230 -0.578954 -0.031116 -0.23 -0.72 -1.96
N 0.613016 -0.748878 -1.106037 -1.50 -0.09 -0.24
C -0.715129 -0.473744 -1.095386 0.83 1.24 0.40
N -1.388340 -0.856522 -2.167102 -0.60 -0.46 -0.82
N -1.462347 0.251020 -0.226515 1.21 -0.47 0.55
H -2.416894 1.540665 1.629705 0.50 -0.05 0.21
H -1.009522 1.702837 2.671407 -0.16 -0.31 -0.77
H 1.198925 0.931194 1.734809 0.08 -0.24 0.13
H 2.969362 -1.221883 -0.780137 -0.62 1.02 1.26
H 3.151841 -0.512286 0.801936 0.20 0.09 0.58
H -0.919945 -1.387112 -2.859159 0.16 -0.45 -0.44
H -2.379016 -0.814535 -2.107387 -0.48 0.00 -0.24
```
Forces are in eV/Å.

=====

Among the records above, which one has the lowest ΔE to the lowest compared entry with this formula, charge and spin?
number 10

=====

Which of these has the lowest ΔE to the lowest compared entry with this formula, charge and spin?
number 10